1.
Entry from the Open Molecules 2025 dataset: a molecular structure, C37H26BrCl2IN4O6S2Ta in a non-equilibrium geometry (wB97M-V/def2-TZVPD).

Each line ends with the Löwdin charge.
CARTESIAN COORDINATES (ANGSTROEM)
Ta: 0.529 -1.258 -0.457  1.91
Br: -0.894 1.336 0.793  0.97
C: -1.459 0.328 2.271  -0.60
C: -1.825 0.987 3.404  -0.11
C: -2.329 0.250 4.495  -0.06
C: -2.485 -1.098 4.381  -0.02
C: -2.114 -1.777 3.195  -0.16
C: -2.350 -3.169 3.073  -0.02
C: -2.029 -3.822 1.926  -0.07
C: -1.383 -3.134 0.874  -0.13
C: -1.099 -1.780 0.930  -0.23
C: -1.539 -1.075 2.107  -0.22
H: -1.743 2.063 3.461  0.11
H: -2.612 0.767 5.401  0.11
H: -2.908 -1.672 5.195  0.12
H: -2.819 -3.691 3.898  0.12
H: -2.248 -4.876 1.816  0.11
H: -1.112 -3.713 0.003  0.09
Cl: 0.479 4.075 -5.062  0.74
C: 0.825 2.974 -3.773  -0.59
C: 1.996 3.088 -3.081  -0.14
C: 2.309 2.205 -2.015  -0.63
I: 4.065 2.421 -0.948  1.02
C: 1.422 1.221 -1.699  -0.40
O: 1.585 0.326 -0.707  -0.33
C: 0.210 1.103 -2.405  -0.19
N: -0.598 0.085 -1.990  -0.03
C: -1.751 -0.096 -2.594  -0.08
C: -2.179 0.739 -3.643  -0.02
C: -1.375 1.756 -4.075  0.03
C: -0.124 1.966 -3.450  -0.15
H: 2.694 3.870 -3.344  0.10
H: -2.364 -0.917 -2.246  0.14
H: -3.144 0.555 -4.095  0.11
H: -1.682 2.403 -4.885  0.11
N: 4.234 -6.918 4.184  0.14
C: 3.868 -5.930 3.336  -0.29
C: 2.504 -5.649 3.116  -0.01
C: 2.130 -4.649 2.259  -0.03
C: 3.115 -3.908 1.594  -0.32
C: 4.473 -4.170 1.802  -0.04
C: 4.844 -5.169 2.667  -0.01
S: 2.673 -2.657 0.533  0.65
O: 1.478 -3.127 -0.291  -0.39
O: 3.809 -2.213 -0.209  -0.26
N: 1.828 -1.476 1.226  -0.25
C: 2.480 -0.482 1.987  -0.70
S: 4.181 -0.397 2.249  1.06
C: 3.925 0.984 3.226  -0.39
C: 2.604 1.281 3.269  -0.22
N: 1.781 0.436 2.567  0.06
H: 3.548 -7.477 4.657  0.11
H: 5.201 -7.139 4.334  0.11
H: 1.751 -6.231 3.632  0.12
H: 1.080 -4.430 2.102  0.11
H: 5.221 -3.592 1.277  0.12
H: 5.893 -5.378 2.834  0.12
H: 4.746 1.495 3.699  0.07
H: 2.176 2.111 3.809  0.11
C: -3.149 -5.841 -3.341  -0.02
C: -3.197 -4.487 -3.984  -0.18
C: -4.386 -3.921 -4.411  -0.05
C: -4.406 -2.662 -4.998  -0.66
Cl: -5.918 -1.986 -5.521  0.68
C: -3.242 -1.945 -5.164  -0.12
C: -2.035 -2.492 -4.735  -0.02
C: -2.020 -3.753 -4.162  -0.21
O: -0.879 -4.378 -3.711  -0.01
C: 0.304 -3.645 -3.734  -0.08
C: 0.334 -2.610 -2.649  -0.56
O: 1.263 -1.769 -2.528  -0.02
O: -0.582 -2.564 -1.763  -0.12
H: -4.151 -6.255 -3.243  0.08
H: -2.696 -5.786 -2.350  0.08
H: -2.543 -6.533 -3.926  0.09
H: -5.313 -4.465 -4.286  0.12
H: -3.267 -0.971 -5.634  0.10
H: -1.134 -1.910 -4.867  0.12
H: 0.502 -3.162 -4.693  0.15
H: 1.131 -4.332 -3.542  0.16

Cartesian forces, eV/Å:
Ta -1.65 -0.02 -0.52
Br 0.14 0.22 -0.11
C -0.05 -0.15 0.05
C -0.04 -0.07 0.07
C 0.03 0.07 -0.04
C 0.00 -0.02 -0.01
C -0.04 -0.05 0.08
C -0.02 0.06 0.03
C 0.09 -0.10 -0.10
C -0.12 0.06 0.04
C 0.00 0.19 -0.07
C 0.02 0.00 -0.04
H 0.00 0.01 0.00
H -0.01 0.00 0.00
H 0.01 -0.01 0.00
H 0.00 0.00 0.00
H 0.02 0.00 -0.01
H 0.02 -0.02 0.02
Cl 0.01 -0.04 0.04
C -0.07 0.01 -0.06
C 0.05 -0.05 0.11
C -0.04 0.24 -0.24
I 0.01 -0.03 0.02
C -0.11 -0.25 0.37
O 0.59 0.26 -0.20
C -0.03 -0.02 0.07
N 0.18 -0.11 0.04
C -0.15 0.10 0.09
C -0.01 0.05 0.12
C 0.04 0.04 0.01
C -0.05 0.09 -0.11
H 0.01 0.00 0.00
H 0.01 -0.01 -0.02
H 0.04 0.06 0.08
H 0.00 0.01 0.00
N 0.00 -0.01 0.01
C 0.02 -0.02 0.02
C -0.01 0.00 0.01
C 0.02 0.09 0.03
C 0.03 -0.21 0.25
C -0.05 -0.06 0.02
C -0.03 0.02 -0.02
S -0.04 -0.29 -0.05
O 0.65 0.13 0.07
O 0.01 -0.09 0.08
N 0.74 0.33 -0.15
C -0.39 -0.19 -0.04
S 0.13 -0.04 -0.09
C -0.02 0.07 0.08
C 0.00 0.00 -0.04
N 0.06 0.07 0.10
H 0.00 0.01 -0.01
H 0.00 0.01 0.00
H 0.00 0.00 0.00
H 0.00 0.02 -0.02
H 0.00 0.02 -0.02
H 0.00 -0.01 0.00
H 0.00 -0.01 0.01
H -0.02 0.00 -0.01
C -0.01 -0.03 0.02
C -0.02 0.03 -0.03
C 0.00 -0.03 0.03
C -0.05 0.03 -0.03
Cl 0.03 0.00 0.01
C 0.00 -0.09 -0.05
C -0.08 -0.03 -0.06
C 0.08 -0.01 0.13
O -0.12 -0.09 -0.17
C 0.14 0.10 -0.08
C -0.27 0.36 0.21
O 0.14 -0.08 0.21
O 0.20 -0.43 -0.01
H 0.00 0.00 -0.01
H 0.00 0.02 0.00
H 0.00 0.01 -0.01
H 0.00 0.00 0.00
H 0.00 -0.09 -0.05
H 0.03 -0.02 -0.03
H 0.05 -0.02 -0.04
H -0.05 -0.02 0.03

Charge   +1
LUMO energy   -0.12633 Ha
Gap between HOMO and LUMO   0.263 hartree

2.
Entry from the Open Molecules 2025 dataset: a single C5H8O molecule (wB97M-V/def2-TZVPD).

Each line ends with the Löwdin charge.
CARTESIAN COORDINATES (ANGSTROEM)
C: 2.300 0.492 -0.458  -0.10
C: 1.055 -0.161 -0.974  -0.16
C: 0.066 -0.718 -0.333  -0.05
C: -1.113 -1.073 0.102  -0.09
C: -2.059 0.024 0.553  -0.27
O: -1.445 0.921 1.463  -0.08
H: 2.074 1.549 -0.280  0.08
H: 2.665 0.063 0.477  0.07
H: 3.089 0.441 -1.211  0.07
H: 0.859 -0.071 -2.040  0.11
H: -1.425 -2.112 0.117  0.10
H: -2.361 0.633 -0.308  0.12
H: -2.965 -0.425 0.983  0.11
H: -0.740 0.435 1.909  0.08

Cartesian forces, eV/Å:
C 0.09 -0.02 0.05
C -0.21 -0.02 -0.02
C -0.06 0.06 -0.36
C 0.15 0.05 -0.03
C -0.26 -0.15 -0.23
O 0.11 -0.04 0.21
H 0.14 -0.10 -0.01
H -0.09 -0.01 -0.10
H 0.01 0.00 0.16
H 0.11 0.11 -0.05
H 0.05 0.04 0.27
H -0.03 -0.13 0.11
H 0.14 0.09 0.02
H -0.16 0.11 -0.02

LUMO energy   0.03528 Ha
Gap between HOMO and LUMO   0.380 hartree
SMILES   CC=C=CCO

3.
Entry from the Open Molecules 2025 dataset: 9 unconnected molecules or ions with the total composition C36H99N9O9 in a non-equilibrium geometry (wB97M-V/def2-TZVPD).

Each line ends with the Löwdin charge.
CARTESIAN COORDINATES (ANGSTROEM)
C: 0.745 -19.979 -3.602  -0.11
O: 0.686 -18.639 -4.024  -0.22
C: -0.575 -18.290 -4.634  -0.16
C: -0.497 -16.899 -5.347  -0.38
C: -1.742 -16.364 -6.113  -0.04
N: 0.544 -16.965 -6.371  0.04
H: 1.724 -20.393 -3.846  0.09
H: 0.017 -20.569 -4.158  0.08
H: 0.401 -20.097 -2.575  0.09
H: -0.844 -19.025 -5.392  0.12
H: -1.283 -18.262 -3.805  0.13
H: -0.130 -16.180 -4.615  0.11
H: -2.660 -16.441 -5.529  0.08
H: -1.901 -16.977 -6.999  0.06
H: -1.567 -15.350 -6.472  0.07
H: 1.393 -17.365 -5.997  0.07
H: 0.289 -17.555 -7.150  0.08
C: 5.416 -11.831 -1.684  -0.09
O: 6.351 -12.853 -2.112  -0.20
C: 7.675 -12.326 -2.379  -0.15
C: 7.942 -11.962 -3.933  -0.42
C: 7.429 -12.913 -5.010  -0.07
N: 9.339 -11.801 -4.300  0.02
H: 4.538 -12.247 -1.189  0.08
H: 5.014 -11.347 -2.575  0.07
H: 5.815 -11.114 -0.967  0.08
H: 7.989 -11.487 -1.758  0.11
H: 8.395 -13.118 -2.178  0.11
H: 7.432 -11.009 -4.076  0.13
H: 7.343 -12.454 -5.995  0.08
H: 6.467 -13.327 -4.705  0.05
H: 8.004 -13.829 -5.148  0.08
H: 9.679 -10.912 -3.964  0.07
H: 9.850 -12.462 -3.732  0.06
C: 4.511 -13.830 -11.740  -0.14
O: 4.878 -13.701 -13.068  -0.16
C: 6.245 -14.149 -13.214  -0.19
C: 6.788 -13.941 -14.609  -0.47
C: 6.663 -12.558 -15.061  -0.09
N: 5.988 -14.823 -15.449  0.04
H: 3.572 -13.295 -11.592  0.09
H: 5.211 -13.479 -10.982  0.09
H: 4.309 -14.856 -11.432  0.06
H: 6.870 -13.526 -12.575  0.13
H: 6.323 -15.221 -13.032  0.11
H: 7.841 -14.221 -14.649  0.14
H: 7.323 -11.897 -14.497  0.08
H: 5.612 -12.295 -14.949  0.09
H: 6.971 -12.392 -16.093  0.08
H: 6.211 -14.704 -16.427  0.07
H: 5.019 -14.563 -15.335  0.07
C: -0.446 -14.559 -13.896  -0.15
O: -1.484 -14.543 -13.005  -0.16
C: -1.098 -15.193 -11.824  -0.21
C: -2.259 -15.288 -10.761  -0.38
C: -2.789 -13.872 -10.445  -0.06
N: -1.720 -15.973 -9.574  0.05
H: -0.797 -14.350 -14.907  0.09
H: 0.190 -15.442 -13.963  0.09
H: 0.201 -13.738 -13.589  0.09
H: -0.677 -16.187 -11.980  0.11
H: -0.279 -14.611 -11.400  0.11
H: -3.154 -15.838 -11.053  0.13
H: -3.725 -13.898 -9.887  0.07
H: -3.093 -13.352 -11.354  0.07
H: -1.972 -13.296 -10.010  0.08
H: -1.161 -15.333 -9.028  0.01
H: -2.536 -16.055 -8.984  0.06
C: 2.178 -12.239 -4.295  -0.08
O: 2.532 -13.127 -5.369  -0.20
C: 1.373 -13.466 -6.111  -0.23
C: 1.707 -14.152 -7.383  -0.43
C: 2.597 -13.207 -8.249  -0.03
N: 0.448 -14.454 -8.042  0.04
H: 1.506 -12.709 -3.577  0.09
H: 1.683 -11.331 -4.643  0.07
H: 3.062 -11.878 -3.770  0.07
H: 0.811 -14.179 -5.508  0.11
H: 0.813 -12.567 -6.368  0.13
H: 2.167 -15.125 -7.208  0.11
H: 2.901 -13.738 -9.152  0.03
H: 3.533 -13.011 -7.727  0.07
H: 2.108 -12.366 -8.741  0.08
H: 0.004 -15.109 -7.414  0.00
H: 0.672 -15.023 -8.846  0.03
C: 6.033 -17.268 -11.015  -0.10
O: 4.607 -17.326 -10.952  -0.21
C: 3.954 -17.044 -9.659  -0.14
C: 2.416 -17.055 -9.749  -0.40
C: 1.845 -18.331 -10.447  -0.05
N: 1.828 -15.992 -10.518  0.04
H: 6.380 -17.670 -11.967  0.09
H: 6.403 -18.085 -10.395  0.08
H: 6.406 -16.268 -10.794  0.08
H: 4.256 -17.763 -8.897  0.12
H: 4.243 -16.094 -9.209  0.11
H: 1.947 -16.991 -8.767  0.11
H: 0.815 -18.210 -10.782  0.07
H: 2.031 -19.240 -9.875  0.08
H: 2.378 -18.380 -11.396  0.08
H: 2.293 -15.843 -11.402  0.08
H: 0.952 -16.399 -10.813  0.02
C: -0.266 -8.281 -3.752  -0.11
O: -1.528 -7.768 -3.404  -0.18
C: -2.433 -7.791 -4.493  -0.23
C: -3.768 -7.179 -4.180  -0.44
C: -4.660 -6.927 -5.431  -0.05
N: -3.554 -5.884 -3.572  0.03
H: 0.281 -8.381 -2.814  0.09
H: 0.198 -7.629 -4.491  0.09
H: -0.369 -9.318 -4.072  0.08
H: -2.056 -7.170 -5.306  0.13
H: -2.682 -8.836 -4.678  0.13
H: -4.233 -7.894 -3.501  0.13
H: -4.265 -6.602 -6.393  0.08
H: -5.335 -6.087 -5.264  0.06
H: -5.294 -7.807 -5.535  0.07
H: -3.312 -6.030 -2.602  0.07
H: -4.415 -5.376 -3.426  0.06
C: 4.407 -19.566 -1.409  -0.06
O: 4.305 -18.763 -2.665  -0.19
C: 3.580 -17.570 -2.487  -0.23
C: 3.556 -16.701 -3.749  -0.39
C: 4.874 -15.839 -4.030  -0.04
N: 2.464 -15.747 -3.699  0.07
H: 5.117 -20.386 -1.507  0.08
H: 3.420 -19.943 -1.139  0.07
H: 4.758 -18.970 -0.567  0.08
H: 2.616 -17.740 -2.007  0.12
H: 4.088 -16.977 -1.727  0.12
H: 3.494 -17.352 -4.621  0.12
H: 5.714 -16.528 -4.114  0.07
H: 5.240 -15.318 -3.145  0.07
H: 5.001 -15.345 -4.993  0.07
H: 2.583 -15.172 -4.521  0.04
H: 1.620 -16.279 -3.853  0.03
C: 0.164 -8.547 -7.291  -0.13
O: 1.545 -8.493 -7.125  -0.20
C: 2.381 -8.411 -8.285  -0.16
C: 3.911 -8.227 -7.921  -0.40
C: 4.500 -9.419 -7.155  -0.08
N: 4.120 -7.153 -6.973  0.02
H: -0.340 -7.637 -7.615  0.09
H: -0.246 -8.846 -6.326  0.05
H: -0.138 -9.405 -7.892  0.09
H: 2.270 -9.300 -8.906  0.11
H: 2.048 -7.590 -8.921  0.11
H: 4.560 -7.998 -8.766  0.13
H: 3.967 -9.673 -6.238  0.07
H: 5.553 -9.257 -6.926  0.07
H: 4.518 -10.357 -7.710  0.06
H: 3.673 -6.298 -7.274  0.07
H: 3.592 -7.458 -6.168  0.06

Cartesian forces, eV/Å:
C -0.79 -0.33 -0.57
O -0.23 0.93 -0.99
C -0.06 0.86 0.44
C 0.60 -0.73 -0.57
C 0.15 -1.02 0.83
N 0.64 0.15 0.00
H 0.10 0.15 0.56
H -0.04 -0.19 -0.34
H 0.58 0.10 0.36
H -0.14 -0.27 0.05
H -0.57 -0.09 -0.18
H -0.38 0.18 0.12
H 0.02 0.30 0.11
H 0.07 -0.17 -0.06
H -0.15 0.01 0.39
H 0.21 -0.02 0.23
H -0.37 -0.15 -0.11
C -0.07 -0.52 -0.66
O 0.62 1.45 0.79
C 0.05 -1.07 -2.15
C -0.90 0.02 0.00
C -1.37 -1.08 0.84
N 0.55 0.68 1.15
H 0.25 -0.69 -0.04
H 0.18 0.47 0.00
H 0.47 0.07 -0.22
H -0.47 0.25 0.10
H -0.17 -0.38 0.28
H 0.02 0.16 -0.21
H 0.05 0.26 0.23
H -0.46 0.28 -0.20
H 0.65 0.19 0.24
H 0.15 0.37 -0.02
H 0.44 -0.47 -0.15
C -1.35 -0.24 1.13
O 1.61 -0.26 -0.66
C 0.18 0.59 -0.13
C -0.81 -1.20 -0.44
C 0.05 1.94 -0.26
N 0.22 -0.75 -0.38
H 0.00 0.15 -0.05
H 0.49 0.51 -0.29
H 0.05 -0.42 -0.32
H 0.05 -0.29 0.62
H -0.05 0.02 0.51
H 0.02 -0.47 0.25
H -0.26 0.28 0.34
H 0.11 0.55 -0.04
H -0.14 -0.34 -0.18
H 0.04 0.03 -0.13
H -0.22 -0.03 0.00
C 1.25 1.39 -1.14
O -1.53 -1.50 0.54
C -1.15 0.12 1.33
C 0.61 1.24 -0.44
C 0.20 -0.18 -0.81
N -0.58 0.00 -0.13
H -0.21 0.05 0.08
H -0.32 -0.53 0.37
H 0.63 0.18 -0.33
H -0.27 -0.34 -0.44
H 0.15 0.19 0.54
H 0.45 -0.46 -0.71
H 0.35 -0.06 0.67
H 0.26 -0.08 -0.31
H -0.30 0.17 0.46
H 0.27 0.39 -0.26
H -0.18 -0.54 0.32
C 0.22 -0.09 -0.21
O -0.09 0.95 0.58
C 0.31 -0.13 0.77
C 0.74 1.03 -1.51
C 0.24 -1.76 -0.62
N -0.40 0.44 -0.12
H 0.01 -0.29 0.07
H -0.18 0.03 -0.48
H 0.22 -0.49 -0.16
H -0.71 0.17 0.25
H -0.34 0.06 0.19
H 0.84 0.19 0.31
H 0.10 -0.56 -0.04
H -0.25 0.60 0.09
H -0.29 0.45 0.98
H -0.08 -0.17 0.07
H 0.28 0.09 -0.49
C -0.84 -1.19 0.57
O -1.21 0.63 0.72
C 0.24 -0.21 -0.40
C -0.51 -1.81 -1.26
C 1.47 -0.03 0.01
N -0.25 1.41 -0.38
H -0.49 0.76 -0.55
H 0.43 0.49 0.94
H 0.26 -0.18 0.09
H 0.12 -0.50 -0.17
H 0.30 0.47 -0.48
H 0.59 0.04 0.47
H -0.25 -0.17 0.80
H -0.26 -0.17 -0.12
H 0.29 -0.38 -0.01
H 0.55 0.04 -0.09
H -0.38 0.61 0.06
C -0.47 -0.29 0.78
O -0.83 0.36 0.27
C -0.02 0.15 0.05
C -0.38 1.12 -0.26
C -0.65 -0.57 0.53
N 0.07 0.58 1.18
H 0.32 0.53 -0.13
H 0.40 -0.24 0.01
H 0.06 -0.12 -0.66
H 0.51 -0.54 -0.48
H 0.52 -0.24 -0.99
H -0.68 0.05 0.08
H 0.94 -0.63 0.13
H -0.19 -0.09 0.65
H -0.02 0.02 -0.55
H 0.89 -0.08 0.17
H -0.45 0.02 -0.64
C -0.35 1.25 -1.17
O 0.45 -1.66 1.26
C 0.93 0.89 0.82
C 1.54 0.86 -0.85
C 0.67 -2.37 1.09
N -0.32 -0.37 0.06
H -0.16 0.12 -0.60
H -0.10 -0.13 -0.12
H 0.04 0.42 -0.10
H -0.61 -0.19 -0.67
H 0.31 0.32 0.29
H -0.23 -0.44 -0.13
H 0.02 -0.77 -0.05
H -0.68 0.92 -0.18
H -0.97 0.60 0.26
H -0.11 0.53 0.00
H -0.32 -0.01 0.22
C -0.52 -1.19 0.33
O 1.57 0.35 0.07
C 0.41 -0.07 -0.32
C -0.59 -0.54 1.32
C 0.23 -1.12 -0.76
N -0.30 0.60 0.30
H 0.30 0.23 -0.23
H 0.06 0.44 0.14
H 0.06 0.08 -0.74
H -0.08 -0.40 0.05
H 0.02 0.42 0.02
H -0.56 -0.29 -0.53
H -0.14 0.40 0.09
H -0.11 0.39 0.18
H -0.31 -0.03 -0.38
H -0.06 0.26 -0.16
H -0.02 0.35 0.51

LUMO energy   0.02337 Ha
Gap between HOMO and LUMO   0.353 hartree
SMILES   COC[C@H](C)N.COC[C@H](C)N.COC[C@H](C)N.COC[C@H](C)N.COC[C@H](C)N.COC[C@H](C)N.COC[C@H](C)N.COC[C@H](C)N.COC[C@H](C)N

What is the gap between HOMO and LUMO in the first record?
0.263 hartree

What is the formula in the first record?
C37H26BrCl2IN4O6S2Ta